[1]
10
Properties=species:S:1:pos:R:3:forces:R:3:mulliken_charge:R:1 method="wB97M-V/def2-TZVPD" homo_ha=-0.3612 energy_ha=-388.68748 total_charge=0
C 0.79904 -0.68875 0.02289 1.88 1.93 -0.57 0.63
H 0.39477 2.19913 0.30488 -3.66 -3.50 2.72 0.41
H -2.42131 0.35718 -0.55628 3.85 -1.68 0.85 0.31
H 2.29328 0.45070 -0.41712 -0.44 -2.54 0.54 0.28
N -0.12754 0.42942 -0.35255 -2.53 -0.23 -0.34 -0.08
N -1.42511 -0.22156 -0.56774 1.24 -0.66 1.46 -0.36
N -1.23090 -1.52136 0.36733 -0.82 0.81 -1.28 -0.11
N -0.04701 -1.78739 0.51438 0.06 1.30 -0.40 -0.10
N 2.11057 -0.58433 -0.09255 -4.07 1.38 0.15 -0.54
O -0.34579 1.36696 0.77675 4.49 3.20 -3.14 -0.44

***

[2]
11
Properties=species:S:1:pos:R:3:forces:R:3:mulliken_charge:R:1 method="wB97M-V/def2-TZVPD" homo_ha=-0.3372 energy_ha=-786.98415 total_charge=0
C -0.48456 -0.05781 0.08284 0.31 -0.12 0.01 0.21
H -0.36166 2.99676 1.05851 0.01 0.01 0.03 0.15
H 0.78759 -2.73809 0.26448 -0.25 0.13 -0.37 0.39
H -1.87606 -1.24909 0.55419 0.16 0.60 -0.05 0.25
N 0.16383 1.15463 -0.16928 -0.23 -0.34 0.04 0.25
N 1.41255 0.93052 -0.69829 0.36 0.04 -0.12 -0.21
N 1.64960 -0.29731 -0.73131 -0.62 0.28 0.21 -0.29
N 0.57975 -0.93359 -0.14196 0.21 0.44 -0.07 0.43
N -1.66969 -0.24385 0.46629 -0.21 -0.47 0.00 -0.62
O 0.36436 -2.23547 -0.45739 0.18 -0.50 0.37 -0.42
S -0.56572 2.67329 -0.22809 0.07 -0.06 -0.05 -0.13